Record 1
DFT (ωB97M-V with the def2-TZVPD basis set) results for C40H43AuN3OPSTe as an isolated structure in a non-equilibrium geometry.

```
91
Properties=species:S:1:pos:R:3:forces:R:3:lowdin_charge:R:1
Au 0.1491 0.7134 -0.7374 -0.2 -0.2 -1.1 0.91
O -2.6294 0.7170 -1.8450 0.1 0.0 0.0 -0.02
C -1.8208 1.3854 -1.2659 0.1 0.0 0.2 -0.42
C -2.1474 2.7891 -0.8096 0.1 -0.1 0.0 -0.24
C -3.2260 3.4712 -1.3619 0.0 0.0 0.0 -0.02
C -3.5219 4.7495 -0.9242 0.0 0.0 0.0 -0.06
C -2.7522 5.3445 0.0727 0.0 0.0 0.0 -0.06
C -1.6832 4.6617 0.6316 -0.1 0.0 0.0 -0.07
C -1.3752 3.3800 0.1846 0.0 0.1 0.0 -0.31
P -0.0524 2.3382 0.8598 0.1 -0.2 0.3 0.93
C 1.3233 3.4626 1.2074 0.0 0.0 -0.1 -0.35
C 2.1564 3.2682 2.3058 0.0 0.0 0.0 -0.08
C 3.2739 4.0686 2.4858 0.0 0.0 0.0 -0.07
C 3.5703 5.0658 1.5683 0.0 0.0 0.0 -0.08
C 2.7495 5.2591 0.4658 0.0 0.0 0.0 -0.07
C 1.6332 4.4583 0.2819 0.0 0.0 0.0 -0.09
C -0.6670 1.7928 2.4796 0.0 0.0 0.0 -0.36
C -0.9859 0.4485 2.6412 0.0 0.0 0.0 -0.18
C -1.5163 -0.0060 3.8440 0.0 0.0 0.0 -0.10
C -1.7168 0.8804 4.8896 0.0 0.0 0.0 -0.07
C -1.3910 2.2256 4.7367 0.0 0.0 0.0 -0.07
C -0.8718 2.6807 3.5376 0.0 0.0 0.0 -0.08
H -3.8168 2.9835 -2.1264 0.0 0.0 0.0 0.12
H -4.3546 5.2900 -1.3553 0.0 0.0 0.0 0.11
H -2.9878 6.3447 0.4124 0.0 0.0 0.0 0.11
H -1.0851 5.1339 1.4014 0.0 0.0 0.0 0.11
H 1.9376 2.4930 3.0281 0.0 0.0 0.0 0.09
H 3.9151 3.9073 3.3423 0.0 0.0 0.0 0.11
H 4.4439 5.6888 1.7088 0.0 0.0 0.0 0.11
H 2.9812 6.0305 -0.2568 0.0 0.0 0.0 0.11
H 1.0030 4.6066 -0.5869 0.0 0.0 0.0 0.11
H -0.8193 -0.2455 1.8249 0.0 0.0 0.0 0.06
H -1.7702 -1.0533 3.9533 0.0 0.0 0.0 0.11
H -2.1267 0.5291 5.8281 0.0 0.0 0.0 0.11
H -1.5471 2.9177 5.5539 0.0 0.0 0.0 0.11
H -0.6199 3.7284 3.4249 0.0 0.0 0.0 0.11
C -5.3756 -0.6591 2.6502 0.0 0.0 0.0 -0.47
Te -4.1306 -0.0131 1.0417 0.0 0.0 0.0 1.18
C -5.4336 -0.7167 -0.4883 0.0 0.0 0.0 -0.45
H -6.3496 -0.1812 2.5840 0.0 0.0 0.0 -0.01
H -4.8937 -0.3594 3.5794 0.0 0.0 0.0 -0.02
H -5.4835 -1.7407 2.6320 0.0 0.0 0.0 0.00
H -5.5302 -1.7976 -0.4262 0.0 0.0 0.0 0.00
H -4.9758 -0.4445 -1.4368 0.0 0.0 0.0 -0.01
H -6.4070 -0.2418 -0.3958 0.0 0.0 0.0 0.00
N 1.9226 -0.5815 3.8625 0.0 0.1 0.0 0.09
C 2.2705 -1.4978 2.8992 0.0 -0.1 0.0 -0.70
N 2.4966 -1.1955 1.6712 0.0 0.1 0.1 0.10
C 2.8733 -2.3252 0.9547 0.0 0.0 0.0 -0.34
C 3.1664 -2.3443 -0.4044 0.0 0.0 0.0 -0.02
C 3.4753 -3.5510 -1.0046 0.0 0.0 0.0 -0.08
C 3.5012 -4.7361 -0.2664 0.0 0.0 0.0 -0.09
C 3.2173 -4.7326 1.0894 0.0 0.0 0.0 -0.10
C 2.9053 -3.5194 1.6855 0.0 0.0 0.0 -0.49
S 2.4785 -3.1858 3.3432 0.0 0.0 0.0 1.05
H 1.5219 0.2581 3.4675 0.0 0.0 0.0 0.06
H 1.3863 -0.9378 4.6374 0.0 0.0 0.0 0.08
H 3.1201 -1.4215 -0.9669 0.0 0.0 0.0 0.08
H 3.6806 -3.5788 -2.0667 0.0 0.0 0.0 0.10
H 3.7396 -5.6701 -0.7583 0.0 0.0 0.0 0.10
H 3.2338 -5.6501 1.6630 0.0 0.0 0.0 0.10
C 3.5929 -0.3433 -3.5671 0.0 0.0 0.0 -0.08
C 2.4547 -0.8842 -4.4363 0.0 0.0 0.0 -0.38
C 1.6156 0.2535 -5.0223 0.0 0.0 0.0 -0.07
C 1.6122 -1.9369 -3.7408 -0.1 0.1 0.1 -0.15
C 1.6913 -3.2427 -4.1938 0.0 0.0 0.0 -0.06
C 0.9175 -4.2472 -3.6325 0.0 0.0 0.0 -0.08
C 0.0194 -3.9405 -2.6206 0.0 0.0 -0.1 -0.05
C -0.0914 -2.6581 -2.1108 0.1 0.2 0.0 -0.13
C -1.1167 -2.3816 -1.0319 0.0 0.0 0.0 -0.39
C -0.5590 -2.7040 0.3567 0.0 0.0 0.0 -0.06
C -2.4357 -3.1201 -1.2578 0.0 0.0 0.0 -0.07
C 0.7648 -1.6251 -2.6275 -0.1 -0.5 0.0 -0.32
N 0.8847 -0.3905 -2.1105 -0.1 0.5 0.6 -0.13
H 4.2295 0.3229 -4.1548 0.0 0.0 0.0 0.07
H 4.2187 -1.1532 -3.1850 0.0 0.0 0.0 0.07
H 3.1929 0.2160 -2.7224 0.0 0.0 0.0 0.05
H 2.9189 -1.4039 -5.2816 0.0 0.0 0.0 0.12
H 1.1533 0.8362 -4.2277 0.0 0.0 0.0 0.06
H 0.8269 -0.1364 -5.6686 0.0 0.0 0.0 0.08
H 2.2498 0.9122 -5.6204 0.0 0.0 0.0 0.07
H 2.3624 -3.4764 -5.0134 0.0 0.0 0.0 0.11
H 0.9947 -5.2634 -3.9993 0.0 0.0 0.0 0.10
H -0.6066 -4.7282 -2.2211 0.0 0.0 0.0 0.11
H -1.3533 -1.3172 -1.0634 0.0 0.0 0.0 0.06
H -0.2623 -3.7546 0.4190 0.0 0.0 0.0 0.09
H -1.3227 -2.5171 1.1189 0.0 0.0 0.0 0.07
H 0.3172 -2.0943 0.5807 0.0 0.0 0.0 0.04
H -2.3344 -4.1973 -1.1077 0.0 0.0 0.0 0.07
H -2.8206 -2.9513 -2.2647 0.0 0.0 0.0 0.09
H -3.1760 -2.7593 -0.5408 0.0 0.0 0.0 0.04
```
Forces are in eV/Å.

The gap between HOMO and LUMO (spin up / spin down) comes out at 5.5 / 5.6 eV. As for the total charge: 0. The spin multiplicity is 1.

Record 2
DFT (ωB97M-V with the def2-TZVPD basis set) results for C40H43BrN5O3PS2SeTc as an isolated structure in a non-equilibrium geometry.

```
97
Properties=species:S:1:pos:R:3:forces:R:3:lowdin_charge:R:1
Tc -0.3599 -1.8847 -0.8394 0.1 1.8 -2.3 0.42
C -5.0411 4.3869 4.6579 -0.3 1.0 -0.7 -0.07
C -4.2497 3.2882 4.0552 0.9 -1.0 0.0 -0.26
C -3.5123 2.4067 4.8993 0.0 -0.4 -1.3 -0.01
C -2.7101 1.4103 4.3038 0.2 0.8 0.1 -0.05
C -2.6601 1.3296 2.9175 -2.3 0.6 -0.6 -0.30
C -3.5622 2.0564 2.0995 1.0 -0.9 0.2 -0.08
C -4.2230 3.1208 2.6523 -0.7 0.4 1.2 -0.04
S -1.6085 0.1234 2.2861 1.0 -1.9 -1.1 0.57
O -0.2951 0.7492 2.1694 -0.9 -0.6 0.6 -0.34
O -1.8249 -1.0279 3.1851 0.5 1.3 -1.0 -0.39
N -1.9602 -0.2566 0.7130 1.2 0.2 0.4 -0.14
C -2.8269 -1.1936 0.3316 -2.1 -2.1 -0.4 -0.41
C -4.1650 -1.3859 0.8583 1.0 -0.1 -0.6 -0.02
C -4.9608 -2.3926 0.3487 -0.6 -0.4 1.0 -0.07
C -4.5036 -3.2606 -0.6740 0.3 1.1 0.4 -0.07
C -3.2496 -3.0075 -1.2016 -0.2 -0.2 -0.5 -0.18
N -2.4050 -2.0962 -0.6945 -1.0 1.8 2.3 -0.16
H -5.6633 4.0519 5.4671 -0.5 -0.3 0.2 0.07
H -5.6576 4.9411 3.9002 0.6 -0.5 0.8 0.10
H -4.3447 5.0749 5.1161 0.1 0.5 0.1 0.08
H -3.5679 2.4553 5.9867 -0.1 0.2 -0.3 0.11
H -2.0738 0.6770 4.8214 -0.5 0.7 0.2 0.12
H -3.8004 1.7325 1.0783 0.6 0.3 0.3 0.11
H -4.7938 3.8242 2.0372 0.0 -0.5 0.2 0.12
H -4.5175 -0.7740 1.6933 0.2 -0.1 -0.4 0.11
H -5.9601 -2.5225 0.8716 1.2 -0.1 -1.0 0.13
H -5.0914 -4.0940 -1.0083 -0.2 0.0 -0.3 0.09
H -2.8805 -3.4915 -2.1216 -0.1 -0.1 0.8 0.08
C -2.2804 2.6862 -4.3248 0.0 -0.8 -0.5 -0.10
C -2.5637 3.4424 -3.0363 1.2 0.9 0.5 -0.39
C -4.0106 3.9162 -2.7965 -0.1 -0.3 -0.5 -0.08
C -2.0209 2.6120 -1.8122 0.1 0.8 -1.8 -0.30
C -1.9868 3.4041 -0.5484 -0.1 1.5 2.0 -0.10
O -0.6283 3.2749 -0.0275 -0.6 -0.3 0.2 -0.03
C 0.0342 2.4784 -0.9192 -2.5 -0.2 -0.8 -0.30
N -0.6369 2.2208 -1.9987 2.4 -0.9 1.0 0.15
C 1.4313 2.2071 -0.5465 -0.1 -1.1 -0.4 -0.13
C 1.9925 3.1674 0.2872 0.5 0.5 -0.5 0.01
C 3.3420 3.4600 0.0866 -0.4 0.4 1.9 -0.07
C 4.0146 2.8243 -0.9051 2.5 0.2 -1.4 -0.11
C 3.5639 1.6691 -1.4984 -1.1 -0.8 -0.3 -0.07
C 2.2632 1.2029 -1.1581 0.3 1.6 -0.7 -0.25
P 1.9259 -0.5897 -1.3519 -0.8 -0.8 0.4 0.99
C 2.5084 -1.0570 -2.9768 0.3 0.4 -0.2 -0.47
C 2.8965 -2.3692 -3.1813 -0.5 -0.8 -0.7 -0.17
C 3.1639 -2.8270 -4.4871 0.2 0.6 0.8 -0.07
C 3.3296 -1.8993 -5.5136 -1.0 0.6 0.8 -0.07
C 2.9067 -0.5621 -5.2949 0.7 0.0 -0.7 -0.07
C 2.4508 -0.1580 -4.0421 0.1 0.3 -0.4 -0.14
C 3.2433 -1.1941 -0.2258 0.6 0.9 0.7 -0.36
C 4.5137 -1.6141 -0.6136 0.4 0.9 1.3 -0.07
C 5.5749 -1.6579 0.3497 -0.3 -0.8 -2.2 -0.09
C 5.3880 -1.3406 1.6629 -1.4 -0.2 1.0 -0.09
C 4.0750 -0.9912 2.0600 -0.1 0.5 0.0 -0.07
C 3.0354 -0.8539 1.1336 0.6 0.1 0.0 -0.12
H -2.6014 3.2409 -5.2312 0.2 -0.2 0.5 0.08
H -2.7827 1.7035 -4.3288 0.0 0.3 0.0 0.07
H -1.1910 2.4305 -4.3907 -0.9 0.5 0.0 0.07
H -1.9320 4.3780 -3.1651 -0.5 -0.8 0.7 0.15
H -4.6882 3.0512 -2.7953 0.0 0.1 0.0 0.08
H -4.3279 4.5649 -3.6318 0.1 -0.2 0.4 0.08
H -4.1781 4.4679 -1.8490 0.4 -0.3 -0.5 0.07
H -2.5717 1.6539 -1.7514 -0.1 0.5 0.1 0.15
H -2.6510 2.9940 0.2022 0.1 0.0 0.1 0.07
H -2.2271 4.5142 -0.5553 0.4 -1.2 -0.6 0.15
H 1.3154 3.7510 0.9191 0.5 -0.1 -0.3 0.13
H 3.9039 4.1410 0.7341 -0.5 0.1 -0.4 0.11
H 5.0084 3.2095 -1.2315 -0.8 -0.4 0.5 0.12
H 4.1537 1.1900 -2.3084 -0.3 0.0 1.0 0.13
H 2.8538 -3.0776 -2.3427 0.1 0.3 -0.5 0.07
H 3.2060 -3.8930 -4.6707 0.5 0.0 0.0 0.10
H 3.7098 -2.2429 -6.4598 -0.2 0.1 -0.3 0.09
H 2.9714 0.1872 -6.1216 -0.1 -0.8 0.8 0.12
H 2.0567 0.8633 -3.8944 0.3 -0.7 -0.1 0.12
H 4.7508 -1.6718 -1.6643 0.1 -0.5 0.0 0.09
H 6.5299 -1.9927 -0.0599 0.0 0.3 0.4 0.10
H 6.1623 -1.3923 2.4317 -0.1 0.0 -0.5 0.11
H 3.8810 -0.7032 3.1023 0.1 -0.1 -0.5 0.11
H 2.1074 -0.3438 1.4240 0.2 -0.5 0.1 0.09
Br -0.7692 -0.9634 -3.1739 -0.5 0.5 -0.1 0.03
C 1.3554 -3.5386 4.0588 1.2 0.2 0.5 -0.03
N 1.8295 -3.9241 2.7449 -0.6 1.2 0.2 -0.15
C 2.9868 -4.7584 2.6022 0.9 -1.2 0.5 -0.15
C 3.1381 -4.9248 1.1094 -0.3 0.2 -0.6 -0.11
N 2.0495 -4.0809 0.5717 0.4 0.9 1.4 0.03
C 1.3727 -3.4391 1.5554 -0.1 -2.1 -0.5 -0.62
S -0.0628 -2.4550 1.3454 1.9 -1.2 1.8 0.70
H 2.2139 -3.1262 4.6662 -0.8 -0.6 -0.5 0.11
H 0.8818 -4.3735 4.5966 0.2 0.2 -0.2 0.10
H 0.6697 -2.7306 3.9349 -0.7 0.5 0.0 0.05
H 2.8583 -5.7645 3.0522 -0.2 0.6 0.2 0.13
H 3.9491 -4.3567 3.0181 -1.1 0.2 0.0 0.13
H 3.0349 -5.9571 0.7893 -0.2 -0.1 -0.1 0.12
H 4.1496 -4.6102 0.8974 0.1 0.4 -0.9 0.11
H 1.8068 -3.8931 -0.3902 0.0 -0.2 -0.3 -0.04
Se 0.0192 -3.8201 -1.9711 0.4 -0.5 0.2 0.19
```
Forces are in eV/Å.

The gap between HOMO and LUMO (spin up / spin down) comes out at 7.2 / 6.4 eV. As for the total charge: 0. The spin multiplicity is 4.